Entry 1:
DFT (ωB97M-V with the def2-TZVPD basis set) results for the ion CH8N4S with charge +2 in a non-equilibrium geometry.

The geometry in ORCA input format:
```
! wB97M-V def2-TZVPD RIJCOSX def2/J DEFGRID3
* xyz 2 1
N 0.73583 -1.90374 -0.07071
N -0.29075 -1.20500 0.48981
C -0.86173 -0.10843 -0.27444
S -2.67425 0.10474 0.03366
N -0.42936 1.16148 0.37286
N 0.73632 1.76929 0.10566
H 1.20099 -2.75455 0.35894
H 0.65965 -2.12637 -1.09039
H -0.47015 -1.15468 1.55877
H -0.64030 -0.18286 -1.30349
H -3.13583 -0.05254 -1.33399
H -0.63929 1.20225 1.40895
H 1.31744 1.54793 -0.68149
H 1.18519 2.40142 0.80100
*
```

Summary:
Orbital gap (alpha / beta): 7.6 / 7.2 eV
HOMO energy (alpha / beta): -18.379 / -18.316 eV
DFT total energy: -17939.702 eV



Entry 2:
DFT (ωB97M-V with the def2-TZVPD basis set) results for a structure of composition C21H42BCrF3N3O7SSbSi3.

The geometry in ORCA input format:
```
! wB97M-V def2-TZVPD RIJCOSX def2/J DEFGRID3
* xyz 0 5
Cr 0.04564 1.22557 -0.90018
C 2.15050 5.53349 0.70050
O 1.71524 4.18101 0.85003
C 1.94183 3.29316 -0.10827
O 1.56195 2.13462 0.09487
N 2.59910 3.69966 -1.20661
N 2.90333 2.74489 -2.18013
H 1.93256 6.01510 1.64737
H 1.58511 6.03408 -0.08795
H 3.22144 5.58123 0.50154
H 2.55833 4.67733 -1.45347
H 3.84825 2.88787 -2.50659
H 2.22239 2.75132 -2.94723
F 0.03510 1.16533 -4.89945
C 1.08006 1.57739 -4.16203
F 2.10432 0.78671 -4.59237
F 0.71922 0.68684 -2.76709
S -1.44163 3.18787 -2.67331
O -3.03089 2.35747 -1.92678
O -1.89245 4.53802 -2.84870
O -0.54189 3.08974 -1.47066
O -2.39767 1.13587 1.22514
B -1.02388 1.31340 0.99016
O -0.39715 1.60389 2.21715
C -1.38158 1.60378 3.17135
C -1.26976 1.81452 4.52679
C -2.44554 1.72316 5.27147
C -3.66408 1.43259 4.66749
C -3.76239 1.22080 3.29231
C -2.59492 1.31386 2.56953
H -0.31458 2.03629 4.98360
H -2.40913 1.88179 6.34131
H -4.55614 1.37145 5.27699
H -4.70610 0.99703 2.81331
C -0.10880 -2.47967 -3.30894
Si 1.33574 -2.62909 -2.12887
C 1.61723 -4.42428 -1.66047
C 2.92469 -1.93762 -2.82447
Sb 0.72099 -1.24103 -0.07036
Si 2.78875 -1.20069 1.41659
C 4.09880 -0.19175 0.54007
C 2.34038 -0.37712 3.03460
C 3.38479 -2.95936 1.69366
Si -1.05189 -2.55430 1.22512
C -1.01693 -1.97237 3.00682
C -2.70802 -2.20951 0.42800
C -0.70296 -4.39682 1.17120
H 0.20427 -2.74060 -4.32387
H -0.48734 -1.45745 -3.33666
H -0.91573 -3.15689 -3.01780
H 1.96016 -4.97320 -2.54325
H 0.70940 -4.90722 -1.29988
H 2.38527 -4.52288 -0.88996
H 3.21596 -2.52163 -3.70273
H 3.73356 -2.01634 -2.09480
H 2.81004 -0.89706 -3.12309
H 3.84006 0.86772 0.57261
H 4.21331 -0.46788 -0.50842
H 5.06167 -0.33355 1.04042
H 1.75545 0.52821 2.85892
H 3.25911 -0.10087 3.56105
H 1.76410 -1.03821 3.68420
H 3.88294 -3.34528 0.80084
H 2.56520 -3.63629 1.94338
H 4.10503 -2.98845 2.51661
H -0.77809 -0.91316 3.10681
H -0.27435 -2.53846 3.57523
H -1.99310 -2.13837 3.47132
H -2.88495 -1.13704 0.33981
H -3.50558 -2.64579 1.03714
H -2.75887 -2.65372 -0.56921
H 0.34649 -4.63592 1.35063
H -0.99474 -4.83310 0.21471
H -1.29559 -4.88366 1.95227
C -5.03941 0.89980 -3.24228
C -4.07981 0.19015 -2.29846
C -2.90329 1.05110 -1.90709
N -1.80176 0.52349 -1.54771
H -5.84612 0.22462 -3.52829
H -4.53026 1.22459 -4.14979
H -5.47293 1.78001 -2.77198
H -3.69076 -0.73132 -2.73563
H -4.57670 -0.09882 -1.36810
*
```

Summary:
Orbital gap (alpha / beta): 8.8 / 6.6 eV
HOMO energy (alpha / beta): -8.413 / -8.046 eV
DFT total energy: -119520.047 eV



Entry 3:
DFT (ωB97M-V with the def2-TZVPD basis set) results for a cluster of 5 separate species, C23H39BI2O21S4 in total in a non-equilibrium geometry.

The geometry in ORCA input format:
```
! wB97M-V def2-TZVPD RIJCOSX def2/J DEFGRID3
* xyz 0 1
C 4.02678 -3.30111 -1.47083
C 2.91588 -2.89242 -0.49356
C 1.99791 -1.85131 -1.13651
C 0.77351 -1.38100 -0.30003
C 0.65851 -2.09293 1.05096
C -0.52493 -1.41613 -1.16163
C -0.29325 -0.37463 -2.29216
C -1.46451 -0.00436 -3.20044
O -2.40405 0.66698 -2.86327
C -1.76842 -1.06276 -0.34299
B -1.86173 0.38804 0.34763
O -1.56239 1.57479 -0.27866
O -2.16386 0.42988 1.68991
C -3.36058 -0.24568 2.10267
O -2.89344 -1.52787 -1.13910
C -2.48725 -2.64131 -1.78363
O -3.21379 -3.36455 -2.39402
C -0.97259 -2.85471 -1.56092
C -0.33899 -3.69093 -2.62251
I -0.15948 -2.98842 -4.60698
C 0.09430 -4.93614 -2.41655
C 0.71872 -5.83001 -3.46276
I -0.09047 -5.88464 -0.53651
H 4.85165 -3.77944 -0.94236
H 4.43693 -2.41466 -1.95816
H 3.63018 -3.99229 -2.21674
H 2.38570 -3.77276 -0.13763
H 3.41038 -2.42473 0.36244
H 2.62155 -0.97746 -1.34503
H 1.69941 -2.23408 -2.11583
H 0.93139 -0.32202 -0.06721
H -0.15757 -1.70220 1.65903
H 1.56148 -1.94995 1.64259
H 0.51041 -3.16893 0.94099
H 0.01235 0.56195 -1.82359
H 0.52596 -0.67151 -2.94454
H -1.42264 -0.33497 -4.25216
H -1.79858 -1.73384 0.52400
H -2.27771 2.20189 -0.11903
H -3.10260 -1.01926 2.83000
H -4.03026 0.45044 2.60299
H -3.89390 -0.73005 1.28116
H -0.95127 -3.37487 -0.60104
H 0.02438 -5.96058 -4.29264
H 0.94288 -6.80625 -3.04273
H 1.63764 -5.37235 -3.83067
O 3.39236 -5.22654 1.70710
S 4.42888 -6.19282 1.75782
O 5.63473 -5.95219 2.46036
O 4.76252 -6.64414 0.25744
C 4.60062 -8.06097 0.11159
C 3.52672 -8.41859 1.11855
O 3.82268 -7.59006 2.25154
H 5.54998 -8.54663 0.34490
H 4.31244 -8.29019 -0.91070
H 3.55446 -9.46327 1.41454
H 2.53017 -8.16470 0.75024
O -7.12612 3.03681 4.50113
S -5.74578 3.00166 4.18057
O -4.90256 1.94454 4.60754
O -5.08337 4.39576 4.60003
C -4.45908 5.00291 3.44971
C -5.27951 4.52503 2.27405
O -5.57286 3.16117 2.59616
H -3.43632 4.64582 3.37867
H -4.47186 6.08527 3.55555
H -4.73086 4.57014 1.33742
H -6.21886 5.07449 2.17888
O 0.59556 4.86367 1.81384
S -0.63738 5.52161 2.04992
O -1.86846 4.81503 2.02500
O -0.72867 6.77462 1.05901
C -0.91672 7.98925 1.80370
C -0.23617 7.71993 3.13091
O -0.55480 6.34644 3.41289
H -1.98787 8.15922 1.92656
H -0.47446 8.82016 1.26180
H -0.60628 8.35109 3.93322
H 0.84825 7.81650 3.05645
O 2.18720 4.36467 -4.84157
S 2.24544 5.36721 -3.84108
O 2.66005 6.68889 -4.14156
O 3.10549 4.79971 -2.61452
C 2.33893 4.83973 -1.40152
C 0.90737 4.68164 -1.86432
O 0.84042 5.44532 -3.07729
H 2.50117 5.80463 -0.91747
H 2.65698 4.04125 -0.73761
H 0.19002 5.06439 -1.14675
H 0.67191 3.64063 -2.09464
*
```

Summary:
Orbital gap: 8.7 eV
HOMO energy: -8.873 eV
DFT total energy: -127697.168 eV



Entry 4:
DFT (ωB97M-V with the def2-TZVPD basis set) results for the molecule C3H6ClOP in a non-equilibrium geometry.

The geometry in ORCA input format:
```
! wB97M-V def2-TZVPD RIJCOSX def2/J DEFGRID3
* xyz 0 1
C 0.32827 1.17231 1.05748
C -0.24318 0.14044 0.06672
C 0.83285 -0.82725 -0.08693
P -1.78837 0.52871 -0.62714
O -2.31368 -0.75098 -1.43270
Cl -1.56209 -1.69720 -2.78250
H 1.23284 1.65724 0.62462
H -0.35753 2.01671 1.43838
H 0.66307 0.77166 2.07184
H 1.59337 -0.36485 -0.63848
H 0.49721 -1.64444 -0.59863
H 1.11723 -1.00235 0.90732
*
```

Summary:
Orbital gap (alpha / beta): 7.4 / 7.4 eV
HOMO energy (alpha / beta): -8.684 / -8.684 eV
DFT total energy: -27063.732 eV



Entry 5:
DFT (ωB97M-V with the def2-TZVPD basis set) results for the molecule FHN2O2S in a non-equilibrium geometry.

The geometry in ORCA input format:
```
! wB97M-V def2-TZVPD RIJCOSX def2/J DEFGRID3
* xyz 0 1
O -0.57358 -0.78147 -1.57786
N -0.29263 -0.58058 -0.44976
N -0.82096 -0.80352 0.64770
F -2.04343 -1.35640 0.58114
O 0.98246 0.14569 -0.37635
S 1.61912 1.12199 0.79235
H 1.12902 2.25429 0.38277
*
```

Summary:
Orbital gap: 10.0 eV
HOMO energy: -10.257 eV
DFT total energy: -20636.964 eV



Entry 6:
DFT (ωB97M-V with the def2-TZVPD basis set) results for the ion C2H6IN2 with charge +1 in a non-equilibrium geometry.

The geometry in ORCA input format:
```
! wB97M-V def2-TZVPD RIJCOSX def2/J DEFGRID3
* xyz 1 1
C 0.96654 0.74326 0.10658
N -0.41525 0.47946 0.04247
C -0.98668 -0.87763 -0.02626
N -2.28877 -1.04887 -0.02303
I -3.80760 0.27364 -0.08815
H 1.27716 1.55255 -0.57434
H 1.58225 -0.04405 -0.12742
H 1.42517 0.93752 1.04406
H -1.04662 1.20475 -0.26384
H -0.36894 -1.72552 -0.03989
H -2.40887 -1.97876 -0.12970
*
```

Summary:
Orbital gap: 9.2 eV
HOMO energy: -14.284 eV
DFT total energy: -13243.815 eV



Entry 7:
DFT (ωB97M-V with the def2-TZVPD basis set) results for a cluster of 2 separate species, C4H7F2OP in total in a non-equilibrium geometry.

The geometry in ORCA input format:
```
! wB97M-V def2-TZVPD RIJCOSX def2/J DEFGRID3
* xyz 0 1
C 2.07188 -0.07520 0.37758
C -2.29791 0.32343 0.20152
C -0.86168 0.17559 0.71862
C 0.17943 0.70602 -0.22738
O 2.69733 0.43593 1.22171
F 0.15639 2.00429 -0.49352
F 0.06710 0.05020 -1.48813
P 2.25305 -1.62133 -0.43066
H -2.97761 -0.23071 0.79188
H -2.74419 1.24598 0.08213
H -2.48625 -0.02527 -0.75638
H -0.82857 0.62116 1.71257
H -0.73129 -0.90312 0.76250
H 1.95470 -1.23352 -1.86179
H 3.54764 -1.47346 -0.61065
*
```

Summary:
Orbital gap: 9.2 eV
HOMO energy: -8.572 eV
DFT total energy: -21029.737 eV



Entry 8:
DFT (ωB97M-V with the def2-TZVPD basis set) results for the molecule C4H3I in a non-equilibrium geometry.

The geometry in ORCA input format:
```
! wB97M-V def2-TZVPD RIJCOSX def2/J DEFGRID3
* xyz 0 1
C -1.68786 -0.41246 -0.11271
C -0.49962 0.20989 0.04607
C 0.79351 -0.11435 0.03873
C 2.51271 -0.64022 0.21905
I 3.72580 0.98257 -0.10389
H -2.59749 0.15735 -0.11746
H -1.75867 -1.48166 -0.15596
H -0.48837 1.29888 0.18618
*
```

Summary:
Orbital gap (alpha / beta): 7.2 / 6.6 eV
HOMO energy (alpha / beta): -8.591 / -7.848 eV
DFT total energy: -12288.681 eV



Entry 9:
DFT (ωB97M-V with the def2-TZVPD basis set) results for the molecule C5H10OS in a non-equilibrium geometry.

The geometry in ORCA input format:
```
! wB97M-V def2-TZVPD RIJCOSX def2/J DEFGRID3
* xyz 0 1
C 1.44440 1.64410 0.54363
S -0.29600 1.60192 0.04658
C -0.33901 -0.00754 -0.73300
C -0.00190 0.00216 -2.20955
C -0.66692 -1.12252 -0.08155
C -1.03818 -1.32115 1.36327
O -0.39385 -0.48986 2.29675
H 2.09377 1.51500 -0.30432
H 1.64948 0.85971 1.28967
H 1.60273 2.60155 0.97933
H -0.73514 0.62523 -2.75976
H -0.02317 -1.00374 -2.63286
H 1.00280 0.38815 -2.37530
H -0.71910 -2.07129 -0.66838
H -2.13086 -1.27871 1.48117
H -0.76282 -2.35986 1.64968
H -0.68623 0.41684 2.11465
*
```

Summary:
Orbital gap: 9.7 eV
HOMO energy: -8.893 eV
DFT total energy: -18229.030 eV



Which of these has the highest DFT total energy? C4H3I